Molecular formula: C4H7NO3
Method: DFT, the ωB97M-V functional and the def2-TZVPD basis

CARTESIAN COORDINATES (ANGSTROEM)
O: -0.258 -1.123 2.215
C: -0.462 -0.925 1.036
O: -1.623 -1.255 0.453
C: 0.526 -0.298 0.067
C: 0.120 1.089 -0.544
C: -0.989 0.939 -1.557
O: -0.706 0.344 -2.661
N: 1.871 -0.249 0.584
H: -2.211 -1.703 1.097
H: 0.535 -0.980 -0.786
H: -0.139 1.816 0.234
H: 0.998 1.474 -1.069
H: -1.948 1.452 -1.389
H: 2.063 0.481 1.265
H: 2.223 -1.062 1.054

HOMO (alpha / beta)	0.0106 / -0.1219	Eh
spin multiplicity	2
energy above the lowest of the compared OMol25 structures with the same formula, charge and spin	0.409	eV
total charge	-1

For reference, the natural (NBO) charges in units of e are: number 1, O, carries -0.6657; number 2, C, carries 0.7648; number 3, O, carries -0.6886; number 4, C, carries -0.1812; number 5, C, carries -0.4807; number 6, C, carries 0.0354; number 7, O, carries -0.7922; number 8, N, carries -0.8331; number 9, H, carries 0.4683; number 10, H, carries 0.2284; number 11, H, carries 0.1757; number 12, H, carries 0.1969; number 13, H, carries 0.0749; number 14, H, carries 0.3456; number 15, H, carries 0.3516

Molecular formula: C4H4ClNOS
Method: DFT, the ωB97M-V functional and the def2-TZVPD basis

CARTESIAN COORDINATES (ANGSTROEM)
C: 0.396 0.308 -0.065
C: 1.780 0.744 0.314
C: -0.043 -1.022 -0.115
C: -1.422 -1.401 -0.066
H: -0.054 2.256 -0.354
H: -1.452 1.292 -0.361
H: 1.712 1.682 0.919
H: -1.616 -2.441 -0.143
N: -0.398 1.357 -0.321
O: 2.754 0.078 0.034
S: -2.727 -0.487 0.173
Cl: 1.069 -2.366 -0.016

HOMO	-0.3137	Eh
energy above the lowest of the compared OMol25 structures with the same formula, charge and spin	1.258	eV

For reference, the natural (NBO) charges in units of e are: number 1, C, carries 0.1546; number 2, C, carries 0.3872; number 3, C, carries -0.1924; number 4, C, carries -0.2948; number 5, H, carries 0.3869; number 6, H, carries 0.4319; number 7, H, carries 0.1239; number 8, H, carries 0.2159; number 9, N, carries -0.7476; number 10, O, carries -0.4474; number 11, S, carries -0.0421; number 12, Cl, carries 0.0238

Molecular formula: C29H51N3O2
Method: DFT, the ωB97M-V functional and the def2-TZVPD basis

CARTESIAN COORDINATES (ANGSTROEM)
C: -4.543 -0.722 0.236
C: -4.459 0.085 -1.083
C: -3.178 -0.208 -1.910
C: -2.675 1.076 -2.617
C: -2.465 0.962 -4.143
C: -1.801 -0.338 -4.625
C: -0.583 -0.795 -3.800
C: 0.789 -0.435 -4.408
C: 1.898 -1.177 -3.612
C: 3.036 -0.303 -3.032
C: 2.658 1.115 -2.564
C: 1.387 1.245 -1.701
C: 1.168 0.153 -0.651
C: 1.846 0.384 0.727
C: 2.535 1.708 1.034
C: 2.500 1.625 2.587
O: 3.719 0.892 2.909
C: 1.175 0.846 2.920
C: 1.284 -0.196 4.060
C: 0.645 -1.562 3.707
C: 1.714 -2.665 3.662
C: 1.228 -3.983 3.062
N: 0.598 -3.827 1.709
C: -0.705 -4.407 1.680
N: -1.721 -3.868 2.228
N: -0.846 -5.647 0.980
C: 0.207 1.956 3.485
C: -0.147 2.956 2.402
C: 0.478 4.178 2.362
C: 0.204 5.080 1.360
C: -0.701 4.751 0.396
C: -1.367 3.548 0.427
C: -1.077 2.665 1.432
O: 0.770 0.395 1.658
H: -4.630 -0.069 1.109
H: -3.683 -1.376 0.404
H: -5.437 -1.353 0.259
H: -5.343 -0.152 -1.682
H: -4.477 1.145 -0.823
H: -3.310 -1.057 -2.583
H: -2.427 -0.497 -1.166
H: -1.692 1.311 -2.186
H: -3.299 1.951 -2.417
H: -3.463 0.993 -4.605
H: -1.956 1.856 -4.519
H: -1.470 -0.197 -5.662
H: -2.521 -1.159 -4.672
H: -0.609 -1.892 -3.775
H: -0.609 -0.476 -2.755
H: 0.770 -0.842 -5.426
H: 0.949 0.641 -4.514
H: 1.411 -1.810 -2.867
H: 2.369 -1.881 -4.308
H: 3.835 -0.236 -3.777
H: 3.484 -0.846 -2.190
H: 2.618 1.789 -3.426
H: 3.501 1.483 -1.960
H: 0.520 1.250 -2.368
H: 1.398 2.248 -1.265
H: 0.091 0.110 -0.459
H: 1.444 -0.845 -0.992
H: 2.522 -0.474 0.870
H: 1.963 2.598 0.754
H: 3.529 1.846 0.610
H: 2.664 2.566 3.107
H: 3.544 -0.052 2.821
H: 2.336 -0.381 4.294
H: 0.798 0.185 4.958
H: -0.084 -1.833 4.479
H: 0.113 -1.561 2.752
H: 1.994 -2.884 4.702
H: 2.634 -2.344 3.159
H: 2.099 -4.640 2.955
H: 0.527 -4.510 3.715
H: 1.136 -4.430 1.092
H: -1.424 -2.998 2.672
H: -1.086 -5.456 0.011
H: -1.649 -6.107 1.396
H: -0.697 1.507 3.911
H: 0.700 2.508 4.288
H: 1.208 4.464 3.114
H: 0.700 6.043 1.330
H: -0.919 5.432 -0.421
H: -2.088 3.257 -0.328
H: -1.559 1.694 1.508

HOMO	-0.3350	Eh

For reference, the Mulliken charges in units of e are: number 1, C, carries -1.0247; number 2, C, carries -0.6037; number 3, C, carries 0.0333; number 4, C, carries 0.0172; number 5, C, carries -1.0272; number 6, C, carries -1.0516; number 7, C, carries 0.5823; number 8, C, carries -0.8004; number 9, C, carries -0.9381; number 10, C, carries -0.7787; number 11, C, carries -1.4082; number 12, C, carries 0.1009; number 13, C, carries 0.0735; number 14, C, carries 0.8099; number 15, C, carries -0.7453; number 16, C, carries -0.5741; number 17, O, carries -0.6921; number 18, C, carries 1.3898; number 19, C, carries -2.1764; number 20, C, carries 0.3849; number 21, C, carries -0.4312; number 22, C, carries -1.1115; number 23, N, carries -0.0977; number 24, C, carries 0.3080; number 25, N, carries -0.8095; number 26, N, carries -0.6666; number 27, C, carries -1.7095; number 28, C, carries 0.2736; number 29, C, carries -0.2506; number 30, C, carries -0.7488; number 31, C, carries -0.4841; number 32, C, carries -0.4896; number 33, C, carries 0.0119; number 34, O, carries -0.5941; number 35, H, carries 0.2725; number 36, H, carries 0.2277; number 37, H, carries 0.3372; number 38, H, carries 0.3616; number 39, H, carries 0.3115; number 40, H, carries 0.3924; number 41, H, carries -0.2121; number 42, H, carries -0.4609; number 43, H, carries 0.6928; number 44, H, carries 0.3661; number 45, H, carries 0.3781; number 46, H, carries 0.4340; number 47, H, carries 0.4108; number 48, H, carries 0.3327; number 49, H, carries -0.5237; number 50, H, carries 0.4119; number 51, H, carries 0.4031; number 52, H, carries 0.3189; number 53, H, carries 0.5950; number 54, H, carries 0.4954; number 55, H, carries 0.2576; number 56, H, carries 0.4541; number 57, H, carries 0.3374; number 58, H, carries 0.0011; number 59, H, carries 0.2479; number 60, H, carries -0.5524; number 61, H, carries 0.4931; number 62, H, carries -0.1180; number 63, H, carries 0.1573; number 64, H, carries 0.5028; number 65, H, carries 0.3564; number 66, H, carries 0.4240; number 67, H, carries 0.6027; number 68, H, carries 0.5068; number 69, H, carries 0.5278; number 70, H, carries -0.3001; number 71, H, carries 0.3146; number 72, H, carries 0.2757; number 73, H, carries 0.3611; number 74, H, carries 0.3878; number 75, H, carries 0.3371; number 76, H, carries 0.4878; number 77, H, carries 0.2916; number 78, H, carries 0.3218; number 79, H, carries 0.6225; number 80, H, carries 0.5067; number 81, H, carries 0.3385; number 82, H, carries 0.3868; number 83, H, carries 0.3802; number 84, H, carries 0.4097; number 85, H, carries 0.3630

Molecular formula: C17H21N5O2W
Method: DFT, the ωB97M-V functional and the def2-TZVPD basis

CARTESIAN COORDINATES (ANGSTROEM)
N: 0.628 2.766 -1.761
C: 0.565 3.810 -2.264
C: 0.556 5.087 -2.953
H: 1.563 5.522 -2.996
H: -0.102 5.806 -2.452
H: 0.199 4.957 -3.982
N: -2.209 -1.095 -1.974
C: -3.111 -1.534 -2.562
C: -4.105 -2.024 -3.484
H: -5.098 -1.720 -3.139
H: -4.063 -3.119 -3.521
H: -3.936 -1.623 -4.492
N: 2.313 -1.139 -1.448
C: 3.147 -1.777 -1.948
C: 4.133 -2.522 -2.713
H: 3.655 -2.974 -3.593
H: 4.583 -3.323 -2.112
H: 4.943 -1.861 -3.056
W: -0.408 -0.251 -1.475
C: 0.337 -1.427 -2.979
O: 0.727 -2.091 -3.860
C: -0.885 1.078 -2.949
O: -1.245 1.734 -3.847
C: -1.050 1.103 0.408
C: 0.348 0.944 0.365
C: 0.926 -0.276 0.796
C: 0.136 -1.424 0.502
C: -1.268 -1.297 0.556
C: -1.839 -0.023 0.650
H: -1.471 2.095 0.261
H: 0.972 1.805 0.159
H: 1.997 -0.372 0.717
H: 0.586 -2.403 0.395
H: -1.865 -2.202 0.493
H: -2.927 0.076 0.688
C: 1.235 -0.580 6.139
N: 0.277 -0.228 5.080
C: -0.943 0.473 5.516
C: 0.731 -0.063 3.850
N: 1.322 0.147 2.856
H: 0.835 -0.185 7.080
H: 2.230 -0.159 5.924
H: 1.335 -1.674 6.218
H: -0.956 1.517 5.153
H: -1.847 -0.022 5.139
H: -0.952 0.468 6.615

HOMO (alpha / beta)	-0.7492 / -0.7320	Eh
spin multiplicity	3
energy above the lowest of the compared OMol25 structures with the same formula, charge and spin	0.000	eV
total charge	+4

For reference, the natural (NBO) charges in units of e are: number 1, N, carries -0.5756; number 2, C, carries 0.5353; number 3, C, carries -0.7705; number 4, H, carries 0.3208; number 5, H, carries 0.3094; number 6, H, carries 0.3018; number 7, N, carries -0.5696; number 8, C, carries 0.7207; number 9, C, carries -0.7805; number 10, H, carries 0.3413; number 11, H, carries 0.3405; number 12, H, carries 0.3375; number 13, N, carries -0.5494; number 14, C, carries 0.5861; number 15, C, carries -0.7727; number 16, H, carries 0.3070; number 17, H, carries 0.3248; number 18, H, carries 0.3282; number 19, W, carries 1.1829; number 20, C, carries 0.5704; number 21, O, carries -0.2263; number 22, C, carries 0.5538; number 23, O, carries -0.2284; number 24, C, carries -0.2317; number 25, C, carries -0.2531; number 26, C, carries 0.0291; number 27, C, carries -0.3391; number 28, C, carries -0.1509; number 29, C, carries -0.0876; number 30, H, carries 0.3239; number 31, H, carries 0.3472; number 32, H, carries 0.3106; number 33, H, carries 0.3153; number 34, H, carries 0.3082; number 35, H, carries 0.3048; number 36, C, carries -0.4147; number 37, N, carries -0.3505; number 38, C, carries -0.4160; number 39, C, carries 0.6162; number 40, N, carries -0.3948; number 41, H, carries 0.2579; number 42, H, carries 0.2468; number 43, H, carries 0.2550; number 44, H, carries 0.2351; number 45, H, carries 0.2330; number 46, H, carries 0.2675

Number 1: DFT total energy -11893.2924 eV. Number 2: DFT total energy -31106.4515 eV. Number 3: DFT total energy -39464.7098 eV. Number 4: DFT total energy -31291.6313 eV.